# 1
Computed, not measured: a 2-piece molecular cluster, C7H14O3 overall in a non-equilibrium geometry, with ωB97M-V/def2-TZVPD.

Computed properties:
Energy above the lowest of the compared OMol25 structures with the same formula, charge and spin   63.5 kcal/mol
Orbital gap   10.53 eV
HOMO level   -10.069 eV
Lowest unoccupied orbital energy   0.017 Eh

Structure (XYZ):
```
24
Properties=species:S:1:pos:R:3:forces:R:3
C -0.658095 -2.696331 0.455517 -0.02 -0.07 0.01
C -0.607150 -1.823480 1.699936 -0.06 0.02 0.31
C -1.110314 -2.567459 2.933461 -0.13 -0.13 0.11
C -1.234146 -0.403003 1.556824 0.20 0.03 -0.25
O -2.487846 -0.240394 2.162843 -0.14 -0.11 0.11
C 0.003386 0.222749 2.242794 0.22 0.24 -0.38
C 0.716503 -1.092322 1.978991 0.16 -0.97 1.17
C 2.054654 -1.464738 1.535386 0.35 1.34 -1.82
O 1.747697 -1.554851 2.913980 -0.38 0.48 -0.68
H -0.252817 -2.164017 -0.416926 -0.10 -0.17 0.12
H -1.695835 -2.987911 0.236325 0.26 0.09 0.02
H -0.075063 -3.618271 0.597726 -0.12 0.25 -0.05
H -2.147057 -2.896957 2.783292 0.22 0.11 0.05
H -1.076733 -1.942609 3.836137 0.00 -0.16 -0.26
H -0.488140 -3.456390 3.108818 -0.12 0.26 -0.03
H -1.280169 -0.115235 0.494626 0.00 -0.08 0.10
H -2.848106 0.617291 1.923476 0.00 0.04 0.00
H -0.183595 0.369496 3.315812 0.15 -0.13 -0.27
H 0.435695 1.132933 1.810349 -0.15 -0.10 0.11
H 2.215921 -2.424383 1.035867 -0.17 0.17 0.11
H 2.636614 -0.622910 1.022239 -0.16 -1.11 1.52
O 1.853513 0.052271 -1.402437 -1.88 -0.88 1.21
H 1.031642 -0.238109 -0.872282 1.96 0.83 -1.26
H 1.858871 1.012623 -1.363486 -0.11 0.06 0.06
```
Positions in Å, forces in eV/Å.


# 2
Computed, not measured: a single C7H14O3 molecule, with ωB97M-V/def2-TZVPD.

Computed properties:
Energy above the lowest of the compared OMol25 structures with the same formula, charge and spin   0.0 kcal/mol
Orbital gap   11.12 eV
HOMO level   -10.333 eV
Lowest unoccupied orbital energy   0.029 Eh

Structure (XYZ):
```
24
Properties=species:S:1:pos:R:3:forces:R:3
C -1.906913 2.556958 -0.713847 -0.24 -0.25 0.25
C -1.668113 1.067660 -0.680759 -0.21 0.28 -0.21
O -1.783953 0.343866 -1.641843 0.00 -0.04 -0.16
O -1.301731 0.661917 0.527572 -0.09 0.36 0.38
C -0.738046 -0.644204 0.740499 0.63 -0.22 0.13
O -1.487980 -1.646967 0.175913 -0.33 -0.28 -0.14
C 0.765537 -0.657227 0.331333 -0.01 0.04 -0.02
C 1.395772 0.707522 0.622042 -0.02 -0.25 -0.08
C 1.451214 -1.725986 1.188919 -0.27 0.09 -0.12
C 0.957415 -1.017731 -1.145440 -0.10 0.12 0.16
H -1.942085 2.958324 0.297897 0.02 0.04 -0.13
H -2.831493 2.773595 -1.243584 0.00 -0.05 -0.03
H -1.092744 3.012078 -1.266722 0.17 0.11 -0.07
H -0.811034 -0.769908 1.829641 0.04 0.08 -0.27
H -1.594251 -1.444483 -0.769426 0.05 0.01 0.16
H 1.169058 1.027347 1.635953 0.02 0.11 0.14
H 2.477907 0.641030 0.510622 0.05 0.01 0.02
H 1.032134 1.466415 -0.067451 0.01 0.10 -0.03
H 2.482798 -1.861038 0.872837 0.10 -0.02 -0.03
H 0.928385 -2.675693 1.090225 0.01 -0.12 0.01
H 1.448064 -1.436461 2.236973 0.02 0.00 0.18
H 2.018913 -1.015975 -1.380229 0.15 -0.03 -0.01
H 0.567832 -2.012921 -1.347143 -0.01 -0.09 -0.09
H 0.463314 -0.308118 -1.803982 0.02 -0.02 -0.06
```
Positions in Å, forces in eV/Å.


# 3
Computed, not measured: C7H14O5Se as an isolated structure in a non-equilibrium geometry, with ωB97M-V/def2-TZVPD.

Computed properties:
Energy above the lowest of the compared OMol25 structures with the same formula, charge and spin   96.2 kcal/mol
Orbital gap (spin up / spin down)   7.78 / 5.58 eV
HOMO level (spin up / spin down)   -7.374 / -6.139 eV
Lowest unoccupied orbital energy (spin up / spin down)   0.015 / -0.021 Eh

Structure (XYZ):
```
27
Properties=species:S:1:pos:R:3:forces:R:3
C 1.356068 0.376906 -1.476547 1.45 0.81 2.59
C 1.231250 -0.539688 -0.208836 -1.58 0.61 -0.67
C 1.587072 1.821949 -1.043366 0.34 0.38 -0.43
C -0.278592 -0.695888 0.199439 0.56 -0.50 0.53
C -0.284141 0.827879 1.990635 -0.37 -0.85 0.30
C -0.149295 0.945347 3.455063 3.21 0.92 1.03
C -0.926610 -2.052714 -0.093885 0.51 1.64 -0.86
O -0.371161 -0.456129 1.622673 -0.26 -0.24 -0.86
O 2.428306 -0.210289 -2.163005 1.15 1.25 -2.21
O 1.916995 -1.722116 -0.382580 -0.12 -1.12 -0.27
O 1.418085 2.735351 -2.128389 -0.56 -0.25 0.31
O -2.333962 -1.823611 -0.164440 0.22 -1.19 -0.32
Se -0.325723 2.151602 0.708220 -0.92 2.14 1.31
H 0.474801 0.343479 -2.040513 -1.49 -0.04 -1.12
H 1.628668 0.004434 0.623641 0.80 0.17 0.57
H 2.527886 2.123288 -0.514014 -0.79 -0.91 -0.16
H -0.840223 0.124715 -0.290734 -0.11 -0.73 -0.03
H 0.824989 0.274198 3.665939 -2.68 0.64 0.28
H -1.069657 0.847276 4.090242 1.03 -0.54 -0.60
H 0.339834 1.931496 3.724509 -1.00 -0.67 -0.42
H -0.709635 -2.804621 0.647014 0.41 -0.11 0.37
H -0.468928 -2.347427 -1.060823 -0.56 -0.23 0.25
H 2.725184 0.444860 -2.848053 -0.38 -1.01 0.83
H 1.954424 -1.895593 -1.345861 0.29 0.12 0.76
H 0.812519 3.474049 -1.932020 0.36 -0.53 0.16
H -2.689537 -2.720071 -0.304273 -0.29 0.71 0.08
H -0.987590 2.880659 2.027115 0.77 -0.49 -1.43
```
Positions in Å, forces in eV/Å.


# 4
Computed, not measured: C7H14OPSSc as an isolated structure in a non-equilibrium geometry, with ωB97M-V/def2-TZVPD.

Computed properties:
Energy above the lowest of the compared OMol25 structures with the same formula, charge and spin   32.8 kcal/mol
Orbital gap (spin up / spin down)   5.64 / 4.27 eV
HOMO level (spin up / spin down)   -5.688 / -4.307 eV
Lowest unoccupied orbital energy (spin up / spin down)   -0.002 / -0.001 Eh

Structure (XYZ):
```
25
Properties=species:S:1:pos:R:3:forces:R:3
C 0.223602 1.387517 -1.772126 -1.16 -1.82 -0.54
C 0.695147 1.049893 -3.118869 0.44 0.43 1.37
C 0.373075 -0.277534 -3.420477 -0.79 0.68 -0.21
C -0.484825 -0.758942 -2.408102 0.38 0.41 1.48
C -0.553100 0.183363 -1.326519 -0.18 1.33 -1.73
Sc 1.112146 0.950488 0.712292 0.76 0.65 -2.06
P -0.780412 1.344023 2.218173 -0.42 1.07 1.44
H -0.092084 2.380458 -1.402822 0.48 -0.35 -0.28
H 1.234577 1.716291 -3.795147 -0.06 -0.15 0.38
H 0.546015 -0.773321 -4.389292 0.04 0.28 0.68
H -1.338864 0.266143 -0.534768 0.75 -0.41 -0.75
H -1.018699 -1.693983 -2.482925 -0.02 -0.18 0.24
H -2.183316 1.153803 2.105779 -0.11 -0.06 0.08
H -0.803795 2.760403 2.543109 -0.10 -0.94 -0.11
H -0.594953 0.858341 3.557169 -0.42 0.21 -0.31
C 2.791529 -3.217669 0.501318 -0.41 0.05 -0.31
S 1.058991 -2.569506 0.407309 1.40 2.01 1.72
C 0.612154 -3.094713 2.100928 -0.11 -0.47 -0.01
O 1.222845 -1.020347 0.587277 0.35 -3.39 0.05
H 2.712830 -4.300459 0.430191 -0.11 -0.13 -0.02
H 3.321173 -2.961905 1.428876 -0.48 0.26 -0.28
H 3.336965 -2.868576 -0.378178 -0.18 0.13 0.13
H 0.449145 -4.176571 2.051581 -0.01 0.08 -0.03
H 1.384917 -2.899135 2.867112 -0.25 0.23 -0.71
H -0.335900 -2.628935 2.385909 0.21 0.06 -0.23
```
Positions in Å, forces in eV/Å.


# 5
Computed, not measured: an isolated ion of composition C7H14P and charge +1 in a non-equilibrium geometry, with ωB97M-V/def2-TZVPD.

Computed properties:
Energy above the lowest of the compared OMol25 structures with the same formula, charge and spin   140.4 kcal/mol
Net charge   +1
Orbital gap (spin up / spin down)   7.25 / 7.24 eV
HOMO level (spin up / spin down)   -12.469 / -12.468 eV
Lowest unoccupied orbital energy (spin up / spin down)   -0.192 / -0.192 Eh

Structure (XYZ):
```
22
Properties=species:S:1:pos:R:3:forces:R:3
C 0.896031 -0.994887 0.906979 -2.26 -1.33 -1.66
C -0.605469 -1.666051 -0.768519 2.80 2.55 3.18
C -1.461234 -0.495204 -0.887047 1.26 0.38 -1.41
C -0.637058 0.837748 -0.656324 -1.77 -1.13 1.37
C -0.575479 -2.947164 -1.325698 2.10 -1.51 0.68
C -0.093920 1.436348 2.130063 -2.52 2.45 -1.33
C 1.934189 1.816097 0.205130 2.36 -0.64 0.09
P 0.626817 0.682490 0.643889 -2.17 1.94 1.14
H 1.823156 -1.146542 0.417042 1.26 -1.18 -0.54
H -1.777138 -0.366457 -1.934144 -0.56 -0.49 0.15
H -2.353671 -0.732276 -0.275186 0.30 0.58 0.06
H -0.200961 1.207785 -1.557936 0.23 0.03 -0.70
H -1.370240 1.535023 -0.287922 -0.11 0.84 -0.09
H 0.363633 -3.549292 -0.882793 -2.09 1.16 -1.78
H -0.816733 -2.868649 -2.402391 0.82 -0.20 -0.02
H -1.452703 -3.494141 -1.048300 -1.00 -0.54 0.68
H -0.255251 2.591952 2.115236 1.21 -1.88 -0.10
H 0.285612 1.070029 3.018590 1.64 -0.38 1.76
H -1.141033 1.187743 2.300501 -0.33 -0.71 -0.62
H 1.675217 2.508366 -0.614534 0.11 -0.41 0.40
H 2.655262 1.015763 -0.141796 -0.08 1.37 -0.24
H 2.480973 2.371317 1.045161 -1.20 -0.89 -1.03
```
Positions in Å, forces in eV/Å.


Among the records above, which one has the lowest energy above the lowest of the compared OMol25 structures with the same formula, charge and spin?
number 2